(1)
Formula: C29H72ClN3O8P
Source: the Open Molecules 2025 dataset
Level of theory: the ωB97M-V functional and the def2-TZVPD basis

The largest force on an atom comes out at 0.031 hartree/bohr. As for the multiplicity: 1. As for the charge: +1. The calculation puts the LUMO energy at -2.49 eV. The HOMO-LUMO gap is 8.55 eV.

Geometry (Å):
C (2.2759, 2.2721, 0.2628)
C (1.3868, 1.7576, -0.6225)
C (1.0180, 2.5761, -1.8104)
N (-0.2896, 2.2285, -2.4829)
C (-0.1017, 0.9576, -3.2801)
C (-0.2639, -0.3474, -2.4802)
C (0.9912, -1.2425, -2.5673)
C (1.1911, -2.1539, -1.3485)
C (-0.0930, -2.8471, -0.8636)
N (0.1765, -3.9114, 0.0997)
N (-1.3438, 2.1299, -1.5245)
C (-2.6625, 1.7170, -2.0361)
C (-1.4534, 3.3077, -0.6485)
C (-1.1843, 3.0889, 0.8026)
O (-1.8101, 4.3588, -1.0965)
P (-0.4188, 3.7168, -3.7117)
O (0.8431, 3.3269, -4.6425)
Cl (-1.9318, 3.1621, -4.9247)
H (2.0833, 3.2671, 0.6656)
H (3.1640, 1.7244, 0.5467)
H (0.9784, 0.7677, -0.4482)
H (1.8185, 2.4628, -2.5395)
H (1.0331, 3.6436, -1.5312)
H (-0.8443, 0.9557, -4.0757)
H (0.8629, 0.9811, -3.7754)
H (-0.5621, -0.1668, -1.4505)
H (-1.0814, -0.9121, -2.9318)
H (0.8588, -1.8943, -3.4347)
H (1.8972, -0.6521, -2.7230)
H (1.8807, -2.9490, -1.6474)
H (1.6694, -1.6131, -0.5244)
H (-0.6245, -3.2553, -1.7258)
H (-0.7227, -2.0888, -0.3909)
H (0.7791, -3.5443, 0.8285)
H (0.6927, -4.6557, -0.3538)
H (-3.3837, 2.5351, -2.0075)
H (-2.6336, 1.3340, -3.0486)
H (-3.0466, 0.9232, -1.3931)
H (-0.3762, 3.7492, 1.1173)
H (-2.0732, 3.4265, 1.3400)
H (-0.9937, 2.0495, 1.0461)
H (1.6252, 3.7898, -4.2962)
C (4.0688, -0.9297, 4.2509)
C (3.9341, 0.1732, 3.2160)
C (3.5542, 1.4984, 3.8593)
O (2.9582, -0.2023, 2.2356)
H (3.1184, -1.0879, 4.7676)
H (4.3369, -1.8691, 3.7678)
H (4.8287, -0.6902, 4.9948)
H (4.8746, 0.2858, 2.6742)
H (2.5904, 1.4107, 4.3682)
H (3.4573, 2.2810, 3.1056)
H (4.3005, 1.8120, 4.5892)
H (2.1195, -0.3136, 2.6964)
C (-4.7062, -5.4384, -1.4883)
C (-3.7507, -4.2736, -1.6699)
C (-4.4262, -3.1158, -2.3917)
O (-2.5852, -4.6850, -2.3894)
H (-5.0367, -5.8163, -2.4609)
H (-4.2103, -6.2610, -0.9723)
H (-5.5833, -5.1442, -0.9129)
H (-3.3917, -3.9379, -0.6950)
H (-4.7495, -3.4249, -3.3891)
H (-3.7296, -2.2826, -2.5153)
H (-5.3003, -2.7632, -1.8420)
H (-2.8659, -4.9962, -3.2566)
C (-6.1481, -3.8538, 2.7238)
C (-6.8472, -3.4689, 1.4290)
C (-8.1544, -2.7400, 1.6990)
O (-7.0847, -4.6304, 0.6335)
H (-6.7777, -4.5294, 3.3084)
H (-5.2139, -4.3754, 2.5140)
H (-5.9283, -2.9759, 3.3327)
H (-6.1891, -2.8316, 0.8339)
H (-8.8399, -3.3844, 2.2551)
H (-8.6436, -2.4716, 0.7625)
H (-7.9900, -1.8313, 2.2795)
H (-7.6644, -5.2174, 1.1310)
C (2.5248, -6.0165, 2.8339)
C (3.5991, -5.2711, 3.6123)
C (4.9772, -5.8700, 3.3757)
O (3.2928, -5.2763, 5.0048)
H (2.4778, -7.0602, 3.1548)
H (1.5446, -5.5746, 3.0157)
H (2.7240, -5.9952, 1.7610)
H (3.6024, -4.2211, 3.3131)
H (5.0024, -6.9093, 3.7136)
H (5.7324, -5.3237, 3.9409)
H (5.2468, -5.8448, 2.3188)
H (3.2828, -6.1921, 5.3023)
C (-2.8143, 7.6372, 1.9369)
C (-1.3103, 7.4194, 1.9035)
C (-0.5998, 8.5507, 1.1785)
O (-1.0100, 6.1670, 1.2776)
H (-3.2160, 7.6704, 0.9204)
H (-3.3087, 6.8178, 2.4595)
H (-3.0680, 8.5714, 2.4379)
H (-0.9291, 7.3422, 2.9223)
H (-0.9406, 8.6098, 0.1410)
H (0.4767, 8.3790, 1.1624)
H (-0.7910, 9.5107, 1.6581)
H (-1.3376, 6.2015, 0.3704)
C (6.0281, 1.8981, -2.4090)
C (5.1404, 2.6474, -3.3872)
C (5.8526, 3.8449, -3.9911)
O (3.9359, 3.0720, -2.7229)
H (6.3183, 2.5511, -1.5813)
H (5.4989, 1.0439, -1.9848)
H (6.9337, 1.5381, -2.8960)
H (4.8197, 1.9728, -4.1820)
H (6.1389, 4.5526, -3.2085)
H (5.2000, 4.3719, -4.6878)
H (6.7524, 3.5395, -4.5238)
H (4.1896, 3.6712, -2.0117)

These are the Löwdin partial charges, in e, on atoms 1 to 99: 0.049, -0.135, -0.193, -0.311, -0.155, -0.176, -0.193, -0.204, -0.298, 0.006, -0.092, -0.042, -0.448, 0.021, 0.102, 0.687, -0.309, 0.395, 0.075, 0.063, 0.100, 0.087, 0.128, 0.073, 0.120, 0.089, 0.115, 0.119, 0.105, 0.112, 0.101, 0.101, 0.102, 0.057, 0.067, 0.096, 0.052, 0.101, 0.084, 0.106, 0.086, 0.065, -0.053, -0.494, -0.057, -0.080, 0.088, 0.069, 0.086, 0.138, 0.085, 0.062, 0.085, 0.086, -0.051, -0.494, -0.057, -0.069, 0.086, 0.086, 0.053, 0.135, 0.084, 0.060, 0.074, 0.087, -0.059, -0.501, -0.061, -0.070, 0.084, 0.079, 0.080, 0.129, 0.084, 0.080, 0.080, 0.095, -0.064, -0.507, -0.061, -0.053, 0.083, 0.077, 0.075, 0.120, 0.083, 0.079, 0.079, 0.087, -0.058, -0.487, -0.060, -0.079, 0.083, 0.079, 0.083, 0.139, 0.082

=====

(2)
Formula: Fe2H28O18P
Source: the Open Molecules 2025 dataset
Level of theory: the ωB97M-V functional and the def2-TZVPD basis

The largest force on an atom comes out at 0.079 hartree/bohr. As for the multiplicity: 10. As for the charge: 0. The calculation puts the LUMO energy (spin up / spin down) at -1.23 / -1.28 eV. The HOMO-LUMO gap (spin up / spin down) is 2.92 / 7.35 eV.

Geometry (Å):
Fe (-15.7375, -15.2203, -29.3031)
Fe (-14.5809, -11.2979, -26.5019)
P (-15.3487, -12.8964, -28.2861)
O (-14.3274, -14.0193, -28.6015)
O (-15.4418, -12.9972, -26.7542)
O (-16.5633, -13.4684, -29.1290)
O (-14.8123, -11.4831, -28.4728)
O (-11.9724, -12.7800, -29.3169)
H (-11.4791, -13.5851, -29.4742)
H (-12.8255, -13.0789, -29.0019)
O (-19.1784, -13.4710, -28.7864)
H (-19.1975, -14.3859, -28.5055)
H (-18.2576, -13.2183, -28.7187)
O (-16.5796, -16.1760, -27.6595)
H (-16.3643, -15.7649, -26.8224)
H (-16.6700, -17.1065, -27.4536)
O (-16.5209, -10.3074, -26.2199)
H (-17.1593, -10.1157, -25.5329)
H (-16.9672, -10.0742, -27.0340)
O (-14.6322, -11.4745, -24.4193)
H (-15.2764, -11.0430, -23.8580)
H (-14.0062, -11.8652, -23.8096)
O (-12.8357, -15.3549, -26.6869)
H (-13.5050, -15.4747, -26.0131)
H (-13.2990, -14.9394, -27.4141)
O (-17.4450, -11.9727, -31.0438)
H (-17.0439, -12.2684, -30.2265)
H (-17.0573, -12.5315, -31.7174)
O (-15.0529, -14.6850, -31.2702)
H (-14.2506, -15.1818, -31.4307)
H (-14.9718, -13.9114, -31.8280)
O (-12.6855, -12.4596, -26.6293)
H (-12.6096, -13.3327, -26.2444)
H (-11.8002, -12.2511, -26.9278)
O (-18.1614, -9.9387, -28.4473)
H (-18.8225, -10.4574, -28.9057)
H (-17.3351, -10.3844, -28.6336)
O (-15.3391, -15.2251, -25.5810)
H (-15.3369, -15.0764, -24.6355)
H (-15.4828, -14.3579, -25.9600)
O (-14.3431, -10.8739, -30.9534)
H (-14.8193, -11.3867, -30.3003)
H (-13.4522, -11.2233, -30.9299)
O (-13.9442, -8.9588, -28.9525)
H (-14.1014, -9.9029, -28.9416)
H (-14.0024, -8.7164, -29.8767)
O (-18.0439, -13.2000, -25.9926)
H (-17.9259, -14.1204, -25.7578)
H (-17.1877, -12.9241, -26.3197)

Charges obtained by natural (NBO) population analysis, quoted in units of e: 0.868, 1.590, 2.515, -1.284, -1.253, -1.234, -1.228, -0.987, 0.470, 0.499, -0.958, 0.461, 0.481, -1.020, 0.503, 0.510, -0.999, 0.510, 0.523, -0.963, 0.510, 0.513, -0.993, 0.482, 0.498, -0.957, 0.473, 0.461, -0.996, 0.498, 0.494, -1.004, 0.519, 0.519, -0.950, 0.510, 0.461, -0.992, 0.482, 0.503, -0.959, 0.476, 0.476, -0.984, 0.486, 0.487, -0.953, 0.457, 0.479